# C44H100N12O16

14 unconnected molecules or ions with the total composition C44H100N12O16 (ωB97M-V/def2-TZVPD, the Open Molecules 2025 dataset).

Structure (XYZ):
```
172
Properties=species:S:1:pos:R:3:lowdin_spin:R:1
C 12.71114 6.03751 -3.48906 0.000
O 12.00667 6.94352 -4.02450 0.000
N 12.27394 4.77887 -3.31267 0.000
C 13.14152 3.87080 -2.56299 0.000
C 11.09979 4.07835 -3.90194 0.000
H 13.72693 6.14801 -3.07900 0.000
H 13.93151 4.36044 -1.99354 0.000
H 13.62990 3.11240 -3.17488 0.000
H 12.52452 3.34297 -1.83580 0.000
H 10.47019 4.76361 -4.46950 0.000
H 11.44158 3.32307 -4.60963 0.000
H 10.54316 3.68517 -3.05125 0.000
C 9.81528 10.92467 -8.08941 0.000
O 10.71786 10.61926 -7.31149 0.000
N 9.64001 10.51252 -9.36214 0.000
C 8.47130 10.90872 -10.20305 0.000
C 10.67736 9.73370 -10.02112 0.000
H 9.03985 11.64082 -7.77628 0.000
H 8.17015 10.07250 -10.83404 0.000
H 8.81895 11.58286 -10.98585 0.000
H 7.73727 11.39053 -9.55717 0.000
H 10.28947 8.74471 -10.26511 0.000
H 11.06374 10.23729 -10.90724 0.000
H 11.54330 9.43621 -9.42973 0.000
C 18.52394 9.26936 0.80626 0.000
O 17.63932 9.62328 1.50467 0.000
N 18.47345 9.13792 -0.51092 0.000
C 19.58424 8.50453 -1.18551 0.000
C 17.26627 9.36805 -1.27773 0.000
H 19.49966 8.93934 1.19520 0.000
H 19.73049 8.91185 -2.18591 0.000
H 19.49188 7.42080 -1.25684 0.000
H 20.53802 8.65904 -0.68099 0.000
H 16.55721 10.04830 -0.80594 0.000
H 17.40407 9.70265 -2.30591 0.000
H 16.83257 8.37292 -1.37623 0.000
C 13.81511 6.30612 -12.08486 0.000
O 12.82040 6.99037 -12.37990 0.000
N 14.34937 6.30652 -10.87007 0.000
C 15.29216 5.34121 -10.35435 0.000
C 13.90304 7.31954 -9.86385 0.000
H 14.27016 5.55500 -12.74891 0.000
H 15.36149 4.46648 -11.00097 0.000
H 15.03643 4.82481 -9.42913 0.000
H 16.24708 5.86595 -10.32428 0.000
H 13.44150 6.80406 -9.02162 0.000
H 14.74704 7.85782 -9.43253 0.000
H 13.15973 8.04970 -10.18393 0.000
C 17.36445 12.05604 -6.93319 0.001
O 17.64529 11.75001 -8.10211 0.012
N 18.22564 12.05858 -5.93563 0.001
C 17.97851 12.59133 -4.60634 0.001
C 19.60614 11.58807 -6.11456 0.000
H 16.37401 12.34282 -6.54718 0.000
H 18.63524 13.43419 -4.39098 0.000
H 18.27932 11.80330 -3.91596 0.000
H 16.98809 12.98575 -4.37918 0.000
H 20.34796 12.38656 -6.09992 0.000
H 19.92959 10.88775 -5.34446 0.000
H 19.79171 11.09935 -7.07102 0.000
C 14.61903 15.35128 -4.37125 0.000
O 15.01612 16.49279 -4.17071 0.000
N 13.57799 14.75303 -3.67827 0.000
C 13.11311 13.41189 -4.02750 0.000
C 12.85664 15.48898 -2.65394 0.000
H 15.06290 14.65052 -5.09522 0.000
H 12.06104 13.56218 -4.26970 0.000
H 13.29869 12.65360 -3.26681 0.000
H 13.60062 13.08662 -4.94652 0.000
H 11.86736 15.74071 -3.03614 0.000
H 12.67147 14.91475 -1.74616 0.000
H 13.37750 16.41623 -2.41518 0.000
C 14.48873 16.91848 -7.46618 0.000
O 15.23118 17.82973 -7.82532 0.000
N 14.46115 15.61027 -8.00570 0.000
C 13.51046 14.55348 -7.58888 0.000
C 15.43396 15.10054 -9.02077 0.000
H 13.64277 17.05617 -6.77510 0.000
H 13.22277 14.04189 -8.50736 0.000
H 12.57348 14.84312 -7.11319 0.000
H 14.08242 13.82264 -7.01720 0.000
H 16.15407 15.88896 -9.23972 0.000
H 15.97963 14.24716 -8.61815 0.000
H 14.94874 14.81095 -9.95286 0.000
C 19.95260 7.78134 -6.89133 -0.010
O 20.76922 7.82419 -5.99040 0.244
N 18.63411 8.15529 -6.72094 0.501
C 17.83897 8.41186 -7.88537 0.080
C 18.09723 8.41272 -5.33445 0.050
H 20.27124 7.47810 -7.90065 -0.005
H 16.79418 8.17783 -7.68109 0.012
H 18.15055 7.84525 -8.76286 0.007
H 18.03696 9.47897 -7.98632 0.043
H 17.20769 7.81486 -5.13593 0.022
H 18.76461 8.38159 -4.47321 0.000
H 17.60751 9.38378 -5.26148 0.023
C 16.54490 5.44062 -2.74666 0.000
O 15.98945 6.16977 -3.58624 0.005
N 17.89494 5.06792 -2.79462 0.001
C 18.53520 4.40181 -1.63322 0.000
C 18.84985 5.51867 -3.78766 0.000
H 15.97205 5.04318 -1.89455 0.000
H 19.20024 3.59124 -1.93122 0.000
H 17.85297 3.96773 -0.90230 0.000
H 19.08593 5.11931 -1.02499 0.000
H 19.65102 4.79933 -3.95730 0.000
H 18.30647 5.86879 -4.66530 0.000
H 19.22058 6.46179 -3.38616 0.000
C 13.74703 7.29549 0.18414 0.000
O 14.57044 6.62957 -0.48120 0.000
N 13.11141 8.40126 -0.25714 0.000
C 12.04167 9.07296 0.51269 0.000
C 13.32407 8.92124 -1.54353 0.000
H 13.41048 7.00180 1.19047 0.000
H 11.15350 9.24123 -0.09636 0.000
H 12.35270 10.07139 0.82014 0.000
H 11.84816 8.48594 1.41050 0.000
H 14.10971 8.37208 -2.06248 0.000
H 12.50041 8.62904 -2.19491 0.000
H 13.52919 9.98897 -1.46633 0.000
C 16.87828 9.50645 -10.80235 0.000
O 16.88650 8.26027 -10.89244 0.002
N 17.61157 10.27296 -11.58496 0.002
C 17.68627 11.70845 -11.35817 0.000
C 18.43151 9.75750 -12.66820 0.000
H 16.30851 9.97504 -9.98505 0.000
H 17.57818 12.17812 -12.33583 0.000
H 18.67204 11.89982 -10.93421 0.000
H 16.94358 12.15865 -10.69950 0.000
H 19.46860 9.88023 -12.35598 0.000
H 18.37375 8.69512 -12.90509 0.000
H 18.23415 10.26548 -13.61218 0.000
C 14.97875 10.09068 -4.68535 0.001
O 15.21053 11.24991 -4.30150 0.000
N 14.46912 9.70741 -5.89475 0.002
C 13.85367 10.62824 -6.85312 0.000
C 14.32886 8.26585 -6.14820 0.002
H 15.25827 9.22710 -4.06221 0.000
H 12.93473 10.24558 -7.29720 0.000
H 14.60621 10.71036 -7.63736 0.000
H 13.76599 11.55874 -6.29224 0.000
H 13.31062 7.88403 -6.07403 0.000
H 14.75601 8.02712 -7.12219 0.000
H 14.93228 7.63289 -5.49756 0.000
O 9.66530 11.83517 -3.79356 0.000
C 10.52519 11.11873 -3.26937 0.000
O 10.77527 11.03216 -1.91465 0.000
C 9.96972 11.77209 -0.94221 0.000
C 10.44856 13.26439 -0.83455 0.000
C 11.53333 10.44377 -4.09690 0.000
H 10.08172 11.22090 -0.00854 0.000
H 8.92903 11.62779 -1.23244 0.000
H 11.46405 13.21424 -0.44164 0.000
H 9.79227 13.88203 -0.22143 0.000
H 10.54509 13.81437 -1.77066 0.000
H 12.50513 10.72910 -3.69405 0.000
H 11.37062 10.85799 -5.09192 0.000
H 11.39292 9.36374 -4.05334 0.000
O 11.67914 3.21914 -7.56469 0.000
C 12.48007 4.07306 -7.18397 0.000
O 12.23000 5.45450 -7.22859 0.000
C 11.13293 5.92872 -7.87016 0.000
C 9.81649 5.78732 -7.04847 0.000
C 13.80057 3.66235 -6.61565 0.000
H 11.13108 5.62888 -8.91811 0.000
H 11.37255 6.99062 -7.81465 0.000
H 9.37020 4.79307 -7.06841 0.000
H 8.92563 6.36868 -7.28613 0.000
H 9.88402 6.14102 -6.01967 0.000
H 14.27706 2.95119 -7.29041 0.000
H 13.57223 3.09936 -5.71066 0.000
H 14.41006 4.56397 -6.55472 0.000
```

Output
2S+1 ... 2
Electronic energy ... -3597.0555 a.u.
Total charge ... +1